# 1
Density functional theory data (wB97M-V/def2-TZVPD) for a single C4H7NO2 molecule.

## Properties
**Frontier orbital gap**: 10.7 eV
**SMILES string**: C[C@@H](C=O)C(N)=O
**Lowest unoccupied orbital energy**: 0.7 eV
**F_max**: 0.011 Eh/bohr
**DFT total energy**: -361.8629 Ha
**ΔE to the lowest compared entry with this formula, charge and spin**: 47.05 kJ/mol

Atoms and positions in Å:
C1 -0.63 0.71 0.60
C2 1.52 -0.05 -0.42
C3 0.02 -0.34 -0.30
H1 -1.92 2.28 0.58
H2 1.91 0.16 0.58
O1 0.61 -2.57 0.38
N1 -1.56 1.51 0.03
H3 -1.77 1.49 -0.96
H4 2.04 -0.92 -0.82
H5 -0.46 -0.34 -1.29
H6 1.70 0.81 -1.06
C4 -0.24 -1.72 0.28
O2 -0.31 0.80 1.77
H7 -1.29 -1.93 0.57

natural (NBO) population analysis, charges in e, atoms 1 to 2: 0.678, -0.605

# 2
Density functional theory data (wB97M-V/def2-TZVPD) for 2 unconnected molecules or ions with the total composition CH4NS at a distorted geometry.

## Properties
**Total charge**: -1
**Frontier orbital gap**: 7.4 eV
**Lowest unoccupied orbital energy**: 4.8 eV
**F_max**: 0.078 Eh/bohr
**DFT total energy**: -493.4280 Ha
**ΔE to the lowest compared entry with this formula, charge and spin**: 66.05 kJ/mol

Atoms and positions in Å:
H1 0.72 1.45 2.61
H2 0.70 -1.02 -1.58
N1 -0.96 0.10 -1.44
C1 -0.07 -0.55 -0.83
H3 0.11 -0.96 0.20
S1 1.16 0.55 1.86
H4 -1.66 0.44 -0.81

natural (NBO) population analysis, charges in e, atoms 1 to 2: 0.074, 0.104

# 3
Density functional theory data (wB97M-V/def2-TZVPD) for 2 unconnected molecules or ions with the total composition C2H4FNO at a distorted geometry.

## Properties
**Frontier orbital gap (spin up / spin down)**: 8.1 / 8.5 eV
**Lowest unoccupied orbital energy (spin up / spin down)**: 0.5 / 0.2 eV
**F_max**: 0.089 Eh/bohr
**DFT total energy**: -308.3277 Ha
**ΔE to the lowest compared entry with this formula, charge and spin**: 407.53 kJ/mol

Atoms and positions in Å:
H1 1.28 -0.03 1.26
C1 0.72 -0.88 1.31
H2 -0.14 -0.52 -1.50
O1 -0.70 1.98 0.35
H3 -0.05 -0.94 2.01
N1 -0.61 0.28 -1.28
C2 -0.34 1.01 -0.22
F1 0.65 -1.70 0.25
H4 -0.80 0.79 -2.18

natural (NBO) population analysis, charges in e, atoms 1 to 2: 0.147, 0.014

Question: What is the ΔE to the lowest compared entry with this formula, charge and spin in the second record?
Answer: 66.05 kJ/mol